<A>
The following is a quantum chemistry calculation of 7 unconnected molecules or ions with the total composition C6H21NO6, from OMol25.

CARTESIAN COORDINATES (ANGSTROEM)
C -2.800 0.762 -0.842
C -1.723 0.542 0.218
C -0.506 -0.032 -0.122
N 0.425 0.153 0.862
C -0.245 0.828 1.918
C 0.497 1.304 3.136
C -1.520 1.116 1.528
H -3.651 1.322 -0.593
H -2.260 1.273 -1.656
H -3.177 -0.253 -1.126
H -0.249 -0.498 -1.048
H 1.437 0.088 0.772
H 0.450 2.378 3.288
H 0.227 0.653 3.960
H 1.577 1.203 2.899
H -2.160 1.672 2.205
O -0.127 2.990 -1.641
H -0.433 2.691 -0.787
H -0.715 3.360 -2.297
O 0.169 0.401 -3.087
H 0.536 0.840 -2.309
H 0.646 0.850 -3.791
O 0.468 -2.450 -2.156
H -0.201 -3.212 -2.229
H 0.134 -1.949 -2.907
O -1.343 -2.792 0.035
H -0.401 -2.586 0.113
H -1.696 -2.034 0.567
O 3.124 -0.381 1.844
H 3.374 0.322 1.237
H 3.975 -0.807 1.968
O 1.786 -2.426 0.043
H 2.249 -2.709 0.824
H 2.133 -2.618 -0.827

Orbital gap ... 7.69 eV
Lowest unoccupied orbital energy ... 0.19 eV

=====

<B>
The following is a quantum chemistry calculation of 6 unconnected molecules or ions with the total composition C6H21NO6, from OMol25.

CARTESIAN COORDINATES (ANGSTROEM)
C 1.351 -0.604 -2.614
C 0.206 -0.112 -1.575
C -0.562 1.192 -1.941
C 0.126 2.289 -1.225
C 0.427 1.655 0.193
N 0.841 0.285 -0.256
C 1.443 -0.659 0.458
O 1.472 -1.798 0.111
H 1.505 -1.567 -2.236
H 0.906 -0.578 -3.682
H 2.167 0.141 -2.670
H -0.546 -0.963 -1.527
H -0.527 1.307 -3.054
H -1.554 1.243 -1.578
H -0.568 3.098 -1.125
H 1.067 2.527 -1.807
H -0.582 1.577 0.676
H 1.164 2.134 0.905
H 1.935 -0.368 1.392
O 0.297 1.602 3.416
H -0.162 2.237 3.858
H -0.118 1.386 2.517
O -3.206 2.190 -0.359
H -3.003 1.508 -1.008
H -2.477 2.072 0.251
O -0.372 -2.180 2.081
H 0.259 -1.357 2.011
H 0.017 -2.778 1.506
O -1.601 0.324 1.754
H -1.854 1.111 2.289
H -1.490 -0.460 2.232
O 0.640 -3.890 -1.318
H 1.230 -3.278 -1.908
H 0.966 -3.539 -0.491

Orbital gap ... 10.10 eV
Lowest unoccupied orbital energy ... 0.17 eV

=====

Which of them is the most stable? Correct choice: <A>.

=====

<A>
The following is a quantum chemistry calculation of 2 unconnected molecules or ions with the total composition C3H10O2, from OMol25.

CARTESIAN COORDINATES (ANGSTROEM)
C -0.786 -0.807 0.060
C 0.207 0.371 -0.303
C -0.437 1.788 -0.463
O 1.109 0.019 -1.467
H -1.196 -1.249 -0.885
H -1.687 -0.406 0.459
H -0.395 -1.521 0.608
H 1.087 0.323 0.304
H -1.399 1.955 0.101
H -0.868 2.147 -1.446
H 0.317 2.427 -0.158
H 1.240 0.678 -2.141
O 1.004 -2.179 2.020
H 1.656 -1.746 1.433
H 0.149 -1.800 1.878

Orbital gap ... 11.07 eV
Lowest unoccupied orbital energy ... 0.86 eV

=====

<B>
The following is a quantum chemistry calculation of 2 unconnected molecules or ions with the total composition C3H10O2, from OMol25.

CARTESIAN COORDINATES (ANGSTROEM)
C 3.007 14.858 25.755
C 2.941 16.405 25.735
O 1.963 16.762 24.759
H 3.535 14.545 26.656
H 3.705 14.563 24.971
H 2.088 14.276 25.689
H 3.933 16.813 25.541
H 2.596 16.659 26.737
H 1.889 17.704 24.925
C 10.439 12.008 20.996
O 9.456 13.036 21.000
H 11.211 12.058 21.765
H 9.956 11.051 21.193
H 10.888 11.815 20.022
H 8.591 12.619 20.986

Orbital gap ... 11.38 eV
Lowest unoccupied orbital energy ... 0.95 eV

=====

Which of them is the most stable? Correct choice: <B>.

=====

<A>
The following is a quantum chemistry calculation of a molecular structure, C2H16N2O4, from OMol25.

CARTESIAN COORDINATES (ANGSTROEM)
C -2.678 -0.353 1.706
N -1.663 -1.260 1.160
C 1.615 0.551 -1.883
N 0.548 0.450 -0.869
H -2.847 -0.363 2.879
H -3.600 -0.729 1.276
H -2.588 0.640 1.252
H -0.761 -1.176 1.690
H 2.155 1.559 -1.645
H 1.095 0.677 -2.803
H 0.868 0.102 0.070
H -0.125 -0.366 -1.148
H 2.381 -0.260 -1.735
H 1.414 -0.922 2.613
O 1.200 -0.453 1.789
H 2.323 -0.088 1.320
H 3.169 0.978 0.388
O 3.400 0.121 0.831
H -1.462 -1.236 0.087
H -1.747 -1.677 -2.097
O -1.062 -1.415 -1.547
H -0.850 1.502 -0.895
H -1.701 2.012 -2.030
O -1.481 2.226 -1.098

Orbital gap ... 4.04 eV
Lowest unoccupied orbital energy ... -5.66 eV

=====

<B>
The following is a quantum chemistry calculation of 6 unconnected molecules or ions with the total composition C2H16N2O4, from OMol25.

CARTESIAN COORDINATES (ANGSTROEM)
C -1.432 -0.518 0.950
N -2.345 0.458 0.436
C 1.852 0.679 -0.975
N 1.812 -0.704 -0.534
H -1.866 -1.524 0.925
H -0.442 -0.620 0.425
H -1.194 -0.369 1.996
H -2.223 0.314 -0.573
H 2.841 1.101 -0.887
H 1.568 0.714 -2.048
H 1.969 -0.681 0.488
H 0.867 -1.089 -0.611
H 1.082 1.299 -0.511
H 1.146 -0.740 3.163
O 1.096 -0.552 2.220
H 0.715 2.226 2.443
H 0.531 0.730 2.035
O 0.066 1.692 1.961
H -2.001 1.387 0.686
H -1.587 0.801 -2.769
O -1.035 0.458 -2.062
H -0.570 -0.789 -2.211
H -0.678 -2.498 -2.461
O -0.173 -1.776 -2.085

Orbital gap ... 3.91 eV
Lowest unoccupied orbital energy ... -5.47 eV

=====

<C>
The following is a quantum chemistry calculation of 5 unconnected molecules or ions with the total composition C2H16N2O4, from OMol25.

CARTESIAN COORDINATES (ANGSTROEM)
N -2.369 -1.724 -1.058
C -2.770 -0.331 -1.394
C -1.485 0.534 -1.598
N -1.242 1.272 -0.332
H -2.054 -2.235 -1.863
H -3.157 -2.176 -0.635
H -3.396 0.004 -0.572
H -3.337 -0.316 -2.331
H -0.646 -0.139 -1.722
H -1.732 1.284 -2.346
H -0.315 1.656 -0.236
H -1.853 2.075 -0.202
O 1.656 3.050 1.635
H 2.367 3.694 1.631
H 2.228 2.312 1.975
O 1.846 -2.024 1.269
H 2.098 -1.394 1.917
H 0.905 -1.860 1.068
O 4.019 0.026 -0.524
H 3.164 -0.449 -0.483
H 4.559 -0.418 0.125
O -0.658 -0.884 1.415
H -1.169 -1.481 0.860
H -0.799 0.015 1.030

Orbital gap ... 10.21 eV
Lowest unoccupied orbital energy ... 0.61 eV

=====

Which of them is the most stable? Correct choice: <C>.

=====

<A>
The following is a quantum chemistry calculation of C4H10NP in the gas phase, from OMol25.

CARTESIAN COORDINATES (ANGSTROEM)
C 0.695 3.100 -0.597
N -0.007 2.137 -0.176
P -0.286 0.573 -0.818
C -1.975 0.424 0.589
C 0.678 -0.608 0.154
C 0.829 -1.987 -0.498
H 0.517 4.010 -0.052
H 1.113 3.255 -1.575
H -2.553 -0.413 0.430
H -2.457 1.372 0.520
H -1.468 0.245 1.492
H 1.715 -0.360 0.342
H 0.215 -0.843 1.108
H 1.080 -2.062 -1.546
H 1.814 -2.406 -0.162
H -0.103 -2.559 -0.492

Orbital gap ... 8.80 eV
Lowest unoccupied orbital energy ... 0.83 eV

=====

<B>
The following is a quantum chemistry calculation of C4H10NP in the gas phase, from OMol25.

CARTESIAN COORDINATES (ANGSTROEM)
C -2.994 -0.703 0.044
C -1.603 -0.171 0.360
C -0.763 0.189 -0.601
C 0.615 0.717 -0.429
P 2.215 -0.722 -0.251
N 3.538 0.198 0.360
H -2.785 -1.732 0.072
H -3.309 -0.401 -0.895
H -3.635 -0.481 0.776
H -1.136 -0.075 1.284
H -0.951 0.146 -1.722
H 0.941 1.405 0.485
H 0.829 1.367 -1.235
H 1.692 -1.242 1.034
H 4.090 0.655 -0.336
H 3.256 0.850 1.053

Orbital gap ... 9.18 eV
Lowest unoccupied orbital energy ... 1.04 eV

=====

<C>
The following is a quantum chemistry calculation of C4H10NP in the gas phase, from OMol25.

CARTESIAN COORDINATES (ANGSTROEM)
C -2.123 -0.176 -0.157
C -0.775 0.572 -0.604
C 0.703 -1.446 0.603
C 1.857 1.079 0.007
N -2.078 -0.088 1.190
P 0.316 0.330 0.840
H -3.104 0.411 -0.498
H -2.024 -1.148 -0.654
H -0.382 0.440 -1.569
H -1.248 1.663 -0.378
H -0.158 -1.815 0.982
H 0.813 -1.507 -0.510
H 1.524 -1.862 1.141
H 1.790 0.778 -1.112
H 2.166 2.124 0.185
H 2.723 0.645 0.533

Orbital gap (spin up / spin down) ... 7.68 / 7.61 eV
Lowest unoccupied orbital energy (spin up / spin down) ... -0.72 / -0.56 eV

=====

Which of them is the most stable? Correct choice: <B>.

=====

<A>
The following is a quantum chemistry calculation of a gas-phase ion, C12H14N (charge +1), from OMol25.

CARTESIAN COORDINATES (ANGSTROEM)
C -0.979 -2.140 -2.281
C -0.520 -1.047 -2.056
C 1.341 1.874 -2.486
C -1.476 -1.160 1.154
C 0.924 1.934 -1.075
C -0.123 1.519 -2.103
C 0.984 0.498 -0.520
C 0.001 -1.265 1.419
C -0.017 0.162 -1.701
C -1.380 0.101 0.383
C 0.083 0.141 0.682
C 0.652 -1.371 2.773
N -0.793 1.087 1.376
H -0.971 -3.207 -2.447
H 1.287 2.892 -2.899
H 2.104 1.195 -2.964
H -1.924 -1.915 0.476
H -2.215 -1.005 2.099
H 0.951 2.824 -0.320
H -0.934 2.057 -2.621
H 1.986 -0.063 -0.582
H 0.407 -1.915 0.689
H 1.075 -2.395 2.880
H -0.158 -1.215 3.578
H 1.487 -0.696 3.004
H -1.048 2.110 1.176
H -0.743 1.000 2.365

Orbital gap (spin up / spin down) ... 6.30 / 6.30 eV
Lowest unoccupied orbital energy (spin up / spin down) ... -5.36 / -5.36 eV
Net charge ... +1

=====

<B>
The following is a quantum chemistry calculation of a gas-phase ion, C12H14N (charge +1), from OMol25.

CARTESIAN COORDINATES (ANGSTROEM)
C 3.184 -0.932 1.005
C 2.506 0.121 0.242
N 1.020 -0.026 0.340
C 0.176 -0.581 -1.160
C 0.587 0.641 -1.939
C 0.476 1.659 -1.107
C 0.180 1.252 0.301
C -1.190 0.646 0.259
C -2.297 1.035 0.973
C -3.371 0.173 0.946
C -3.395 -0.887 0.034
C -2.332 -1.259 -0.807
C -1.183 -0.456 -0.599
H 4.200 -1.156 0.825
H 3.158 -0.885 2.090
H 2.713 -1.921 0.913
H 2.643 -0.208 -0.833
H 2.732 1.241 0.282
H 0.746 -0.609 1.072
H 0.551 -1.632 -1.478
H 0.888 0.549 -2.934
H 0.564 2.719 -1.363
H 0.462 2.018 1.174
H -2.306 1.920 1.616
H -4.268 0.325 1.546
H -4.168 -1.629 -0.002
H -2.275 -2.119 -1.398

Orbital gap ... 8.80 eV
Lowest unoccupied orbital energy ... -3.99 eV
Net charge ... +1

=====

Which of them is the most stable? Correct choice: <B>.

=====

<A>
The following is a quantum chemistry calculation of 2 unconnected molecules or ions with the total composition C6H17N4O, from OMol25.

CARTESIAN COORDINATES (ANGSTROEM)
C -1.312 -0.074 2.340
C -0.370 -1.271 2.431
C -0.486 1.878 1.147
N -1.298 0.718 1.131
N -0.354 2.669 2.249
N 0.317 2.237 0.039
H -2.330 -0.587 2.221
H -1.198 0.697 3.091
H -0.289 -1.501 3.576
H 0.540 -0.889 2.120
H -1.031 0.171 0.242
H 0.000 3.546 2.417
H -1.044 2.660 3.095
H 0.011 1.827 -0.887
H 0.514 3.386 -0.203
H -0.716 -2.049 1.799
C 0.898 -1.401 -2.969
C -0.544 -1.878 -2.708
C 1.198 -0.383 -1.978
O 0.342 0.507 -1.799
N 2.163 -0.437 -1.038
H 1.653 -2.276 -2.997
H 0.869 -0.982 -4.124
H -1.094 -1.095 -3.119
H -0.839 -2.103 -1.647
H 2.124 0.199 -0.277
H 3.122 -0.698 -1.139
H -0.846 -2.870 -3.014

Orbital gap ... 10.49 eV
Lowest unoccupied orbital energy ... -2.92 eV
Net charge ... +1

=====

<B>
The following is a quantum chemistry calculation of 2 unconnected molecules or ions with the total composition C6H17N4O, from OMol25.

CARTESIAN COORDINATES (ANGSTROEM)
C 1.831 1.943 -0.175
C 2.690 1.043 -1.064
C 0.822 0.801 1.790
N 0.727 1.132 0.484
N 1.306 1.701 2.710
N 0.390 -0.362 2.232
H 2.297 2.392 0.688
H 1.270 2.729 -0.716
H 3.506 0.479 -0.582
H 3.179 1.682 -1.791
H 0.565 0.247 -0.036
H 2.169 2.171 2.514
H 0.911 1.643 3.631
H -0.037 -0.976 1.514
H 0.108 -0.464 3.194
H 2.095 0.292 -1.567
C -1.938 -1.358 -2.163
C -1.458 -0.018 -2.704
C -1.606 -1.598 -0.750
O -0.547 -1.139 -0.253
N -2.402 -2.310 0.069
H -2.961 -1.592 -2.496
H -1.469 -2.180 -2.741
H -0.861 0.501 -1.980
H -2.301 0.656 -2.834
H -2.395 -2.313 1.070
H -3.239 -2.607 -0.421
H -0.847 -0.103 -3.601

Orbital gap ... 11.46 eV
Lowest unoccupied orbital energy ... -2.51 eV
Net charge ... +1

=====

Which of them is the most stable? Correct choice: <B>.